(1)
Here is a structure of composition C28H41FN4OPrSe2Si at a distorted geometry from OMol25. Energies are from ωB97M-V/def2-TZVPD.

Properties
Total charge: +1
⟨S²⟩: 2.00
Spin multiplicity: 3
HOMO-LUMO gap (spin up / spin down) (eV): 7.00 / 7.02
Largest force on an atom (eV/Å): 3.0
ΔE to the lowest compared entry with this formula, charge and spin (kJ/mol): 127.3

CARTESIAN COORDINATES (ANGSTROEM)
Pr1 0.28 0.03 0.55
C1 -1.85 1.84 2.10
Si1 -2.92 0.59 1.20
C2 -4.14 -0.06 2.48
C3 -3.71 1.66 -0.16
N1 -1.99 -0.65 0.47
C4 -2.45 -1.63 -0.37
C5 -3.76 -1.81 -0.92
C6 -3.97 -2.83 -1.82
C7 -2.97 -3.67 -2.28
C8 -1.71 -3.50 -1.77
C9 -1.51 -2.59 -0.79
F1 -0.24 -2.40 -0.32
H1 -2.60 2.54 2.53
H2 -1.23 2.58 1.53
H3 -1.09 1.42 2.76
H4 -5.04 -0.50 2.06
H5 -4.40 0.74 3.09
H6 -3.73 -0.78 3.21
H7 -2.99 2.48 -0.39
H8 -4.73 2.09 0.01
H9 -3.70 1.05 -1.09
H10 -4.58 -1.19 -0.54
H11 -4.91 -2.78 -2.22
H12 -3.11 -4.37 -3.10
H13 -0.91 -4.19 -2.07
C10 0.43 4.20 -0.42
Se1 1.65 2.70 -0.66
C11 1.76 2.66 -2.62
C12 0.42 2.36 -3.27
Se2 -0.75 1.17 -2.22
C13 -1.22 0.04 -3.72
H14 0.84 4.99 -1.01
H15 0.52 4.38 0.69
H16 -0.63 3.98 -0.60
H17 2.49 1.91 -2.96
H18 2.10 3.64 -3.00
H19 0.54 1.94 -4.22
H20 -0.09 3.27 -3.42
H21 -1.69 0.66 -4.51
H22 -1.90 -0.77 -3.39
H23 -0.28 -0.38 -4.07
C14 1.95 -2.23 3.09
N2 0.58 -1.75 2.72
C15 -0.27 -2.91 2.56
C16 0.07 -0.81 3.78
C17 0.72 0.52 3.75
C18 0.45 1.37 4.81
C19 0.83 2.70 4.77
C20 1.62 3.12 3.67
C21 1.88 2.21 2.60
C22 1.40 0.93 2.57
H24 2.00 -2.59 4.08
H25 2.77 -1.48 3.09
H26 2.29 -3.02 2.46
H27 -0.13 -3.53 3.47
H28 0.00 -3.50 1.66
H29 -1.29 -2.54 2.39
H30 0.18 -1.33 4.75
H31 -0.97 -0.81 3.65
H32 -0.09 1.00 5.63
H33 0.62 3.32 5.58
H34 1.90 4.12 3.57
H35 2.43 2.51 1.73
N3 2.43 -2.71 -4.57
C23 3.02 -1.45 -4.46
O1 3.27 -0.77 -5.44
C24 3.26 -1.02 -3.07
C25 4.47 -0.44 -2.78
C26 4.69 0.02 -1.49
C27 3.66 -0.15 -0.52
N4 2.43 -0.69 -0.82
C28 2.32 -1.17 -2.09
H36 2.68 -3.16 -5.43
H37 2.65 -3.26 -3.74
H38 5.21 -0.34 -3.60
H39 5.58 0.49 -1.22
H40 3.77 0.21 0.48
H41 1.40 -1.69 -2.38

In the Löwdin picture, each atom carries the following charge in e:
1 Pr 0.8103
2 C -0.1441
3 Si 0.3665
4 C -0.1439
5 C -0.1737
6 N -0.2266
7 C -0.3050
8 C -0.0100
9 C -0.0888
10 C -0.0878
11 C -0.0372
12 C -0.2332
13 F -0.0406
14 H 0.0797
15 H 0.0499
16 H 0.0028
17 H 0.0321
18 H -0.0010
19 H 0.0454
20 H 0.0113
21 H 0.0511
22 H 0.0106
23 H 0.1111
24 H 0.0855
25 H 0.1163
26 H 0.1299
27 C -0.3171
28 Se 0.9519
29 C -0.4749
30 C -0.4710
31 Se 0.9603
32 C -0.3256
33 H 0.0261
34 H 0.0475
35 H 0.0309
36 H 0.0688
37 H 0.0879
38 H 0.0560
39 H 0.0525
40 H 0.0551
41 H 0.0284
42 H 0.0209
43 C -0.0625
44 N -0.2981
45 C -0.0938
46 C -0.1564
47 C -0.2837
48 C -0.0539
49 C -0.0423
50 C -0.0347
51 C -0.1774
52 C -0.2607
53 H 0.0749
54 H 0.1004
55 H 0.0801
56 H 0.1092
57 H 0.0951
58 H 0.0910
59 H 0.1409
60 H 0.0999
61 H 0.1078
62 H 0.0886
63 H 0.0765
64 H 0.0105
65 N 0.1658
66 C -0.4821
67 O 0.0942
68 C -0.1648
69 C 0.0151
70 C 0.0086
71 C -0.0663
72 N -0.0147
73 C -0.0829
74 H 0.1033
75 H 0.1113
76 H 0.1534
77 H 0.0989
78 H 0.1117
79 H 0.1287

(2)
Here is the molecule C28H41N3O6 from OMol25. Energies are from ωB97M-V/def2-TZVPD.

Properties
HOMO-LUMO gap (eV): 9.58
Largest force on an atom (eV/Å): 0.7
Structure (SMILES): CC(C)[C@H](NC(=O)[C@@H]1Cc2ccccc2CN1C(=O)OC(C)(C)C)C(=O)NC[C@H]1CC[C@H](C(=O)O)CC1
ΔE to the lowest compared entry with this formula, charge and spin (kJ/mol): 15.6

CARTESIAN COORDINATES (ANGSTROEM)
C1 -1.67 1.93 -3.18
H1 -2.63 2.16 -2.72
H2 -1.56 2.53 -4.08
H3 -1.65 0.88 -3.46
C2 -0.54 2.27 -2.20
C3 -0.53 3.76 -1.89
H4 -0.39 4.33 -2.81
H5 -1.47 4.05 -1.44
H6 0.28 4.01 -1.21
H7 0.42 2.00 -2.67
C4 -0.63 1.46 -0.89
N1 -0.45 0.05 -1.17
C5 0.13 -0.81 -0.34
O1 0.43 -0.55 0.82
C6 0.36 -2.20 -0.98
N2 1.30 -2.10 -2.09
C7 0.82 -1.80 -3.32
O2 -0.34 -1.49 -3.51
O3 1.78 -1.88 -4.25
C8 1.49 -1.53 -5.63
C9 0.44 -2.46 -6.21
H8 0.29 -2.24 -7.27
H9 0.76 -3.50 -6.12
H10 -0.51 -2.34 -5.69
C10 1.05 -0.07 -5.72
H11 1.78 0.58 -5.23
H12 0.97 0.22 -6.76
H13 0.09 0.07 -5.24
C11 2.84 -1.72 -6.34
H14 2.73 -1.50 -7.40
H15 3.17 -2.75 -6.22
H16 3.59 -1.06 -5.91
C12 2.71 -2.41 -1.88
C13 3.11 -2.31 -0.44
C14 4.37 -1.84 -0.08
C15 4.73 -1.80 1.26
C16 3.84 -2.23 2.23
C17 2.59 -2.69 1.87
C18 2.22 -2.74 0.53
C19 0.88 -3.19 0.06
H17 0.17 -3.24 0.89
H18 0.95 -4.18 -0.39
H19 1.89 -3.02 2.62
H20 4.13 -2.20 3.27
H21 5.71 -1.44 1.54
H22 5.06 -1.50 -0.84
H23 3.30 -1.73 -2.50
H24 2.90 -3.43 -2.24
H25 -0.60 -2.53 -1.39
H26 -0.71 -0.28 -2.10
C20 -1.93 1.69 -0.08
O4 -2.87 2.37 -0.44
N3 -1.88 1.04 1.09
H27 -1.05 0.50 1.32
C21 -2.94 1.10 2.07
H28 -3.40 0.11 2.18
C22 -2.42 1.57 3.44
C23 -1.51 0.52 4.08
C24 -1.00 1.00 5.44
H29 -0.36 0.24 5.88
H30 -0.42 1.92 5.31
C25 -2.18 1.30 6.37
C26 -1.68 1.78 7.71
O5 -1.86 1.23 8.76
O6 -0.98 2.92 7.62
H31 -0.68 3.19 8.50
C27 -3.10 2.35 5.73
C28 -3.59 1.87 4.37
H32 -4.24 2.63 3.93
H33 -4.19 0.96 4.50
H34 -2.54 3.28 5.61
H35 -3.95 2.54 6.39
H36 -2.75 0.38 6.55
H37 -2.06 -0.41 4.21
H38 -0.65 0.32 3.43
H39 -1.85 2.49 3.28
H40 -3.69 1.79 1.69
H41 0.19 1.77 -0.23

In the Löwdin picture, each atom carries the following charge in e:
1 C -0.0553
2 H 0.0756
3 H 0.0815
4 H 0.0605
5 C -0.3608
6 C -0.0622
7 H 0.0780
8 H 0.0757
9 H 0.0794
10 H 0.1361
11 C -0.1796
12 N 0.1460
13 C -0.3960
14 O 0.0620
15 C -0.1549
16 N 0.0343
17 C -0.5097
18 O 0.0540
19 O 0.0364
20 C -0.5615
21 C -0.0151
22 H 0.0911
23 H 0.0920
24 H 0.0793
25 C -0.0130
26 H 0.0927
27 H 0.0920
28 H 0.0709
29 C -0.0197
30 H 0.0895
31 H 0.0878
32 H 0.0873
33 C -0.0620
34 C -0.1559
35 C -0.0312
36 C -0.0833
37 C -0.0775
38 C -0.0289
39 C -0.1910
40 C -0.0604
41 H 0.1291
42 H 0.1355
43 H 0.1156
44 H 0.1018
45 H 0.1006
46 H 0.1115
47 H 0.1325
48 H 0.1461
49 H 0.1636
50 H 0.1022
51 C -0.4224
52 O 0.0596
53 N 0.0860
54 H 0.0910
55 C -0.1396
56 H 0.1329
57 C -0.3096
58 C -0.1528
59 C -0.1407
60 H 0.1254
61 H 0.1246
62 C -0.2363
63 C -0.5139
64 O 0.1108
65 O 0.1096
66 H 0.1345
67 C -0.1444
68 C -0.1599
69 H 0.1193
70 H 0.1248
71 H 0.1231
72 H 0.1248
73 H 0.1572
74 H 0.1263
75 H 0.1095
76 H 0.1545
77 H 0.1229
78 H 0.1603

- largest force on an atom of number 2 (C28H41N3O6)?
  0.7 eV/Å

- Which value of largest force on an atom does entry 2 give?
  0.7 eV/Å

- What is the largest force on an atom in the second record?
  0.7 eV/Å

- The lowest largest force on an atom belongs to which entry?
  C28H41N3O6